[1]
7 unconnected molecules or ions with the total composition C28H45NO17S, computed with ωB97M-V with the def2-TZVPD basis set.

Geometry as XYZ:
```
92
C28H45NO17S | OMol25 | ωB97M-V with the def2-TZVPD basis set
C 2.21006 -0.67724 1.14041
C 1.98837 -1.24815 -0.26152
N 0.79294 -2.09067 -0.45593
C -0.49803 -1.50297 -0.21512
O -0.43151 -0.07977 -0.46164
S -1.61632 0.63632 0.28531
O -2.81560 0.49123 -0.47415
O -1.18696 1.91999 0.71086
O -1.66271 -0.34175 1.52740
C -1.07836 -1.63859 1.21831
O -2.01431 -2.64125 1.30140
H 1.29096 -0.27445 1.56828
H 2.59322 -1.44087 1.81860
H 2.93866 0.13210 1.11484
H 1.98823 -0.45950 -1.01421
H 2.81881 -1.90755 -0.51722
H 0.88069 -2.90999 0.13835
H -1.24657 -1.92043 -0.90016
H -0.32145 -1.81278 1.97899
H -2.63851 -2.55789 0.56530
O 1.64851 -3.44109 3.25118
C 0.68357 -3.26130 3.93857
C -0.54442 -4.13631 4.10023
C -1.56289 -3.19318 4.73201
C -0.65864 -2.22934 5.49107
O 0.55493 -2.15920 4.71429
H -0.27999 -4.96732 4.75831
H -0.83353 -4.54371 3.13416
H -2.29420 -3.68027 5.37090
H -2.10111 -2.65539 3.95174
H -0.40488 -2.59754 6.48735
H -1.05406 -1.22039 5.57498
O 5.54044 0.38450 1.80253
C 5.18994 0.96479 2.78691
C 5.76556 2.23299 3.39061
C 5.18673 2.24047 4.80113
C 3.88038 1.47715 4.60083
O 4.14601 0.54443 3.54117
H 5.40990 3.07413 2.79125
H 6.85052 2.21085 3.33591
H 5.03087 3.23350 5.21678
H 5.83971 1.68477 5.47528
H 3.06489 2.13104 4.28315
H 3.55974 0.90609 5.46837
O -2.05509 -3.04382 -2.59417
C -1.75456 -2.35963 -3.53390
C -1.71114 -0.84723 -3.61178
C -1.69312 -0.57818 -5.11183
C -1.01636 -1.84004 -5.63594
O -1.39797 -2.88714 -4.72003
H -0.79083 -0.51924 -3.12103
H -2.55309 -0.41886 -3.07247
H -1.17196 0.33198 -5.39279
H -2.71362 -0.51877 -5.49282
H 0.07265 -1.76038 -5.61900
H -1.33744 -2.14190 -6.62948
O -5.30573 -2.66107 6.29131
C -5.51209 -3.28371 5.29329
C -6.68071 -3.18725 4.33163
C -6.57212 -4.47310 3.51852
C -5.07228 -4.74883 3.57694
O -4.64506 -4.22866 4.84753
H -6.53004 -2.29556 3.71894
H -7.60817 -3.06750 4.88484
H -6.94126 -4.38964 2.49890
H -7.11584 -5.27722 4.01564
H -4.52589 -4.22131 2.79113
H -4.81082 -5.80345 3.54595
O 2.45337 6.05757 -2.79475
C 1.52729 5.34777 -2.52412
C 0.43074 5.55908 -1.49885
C -0.18616 4.17086 -1.36175
C 0.08343 3.56953 -2.73825
O 1.32186 4.17507 -3.16303
H -0.27152 6.28908 -1.90795
H 0.85482 5.96931 -0.58619
H -1.24054 4.16938 -1.09707
H 0.34426 3.59295 -0.60579
H -0.68050 3.81708 -3.47675
H 0.22338 2.49187 -2.73296
O 0.60877 2.49440 -5.66656
C 1.43210 3.09727 -6.29619
C 2.84756 3.46218 -5.90187
C 3.20829 4.56077 -6.89495
C 2.34470 4.18809 -8.09553
O 1.17223 3.56470 -7.53965
H 3.46577 2.56929 -6.02667
H 2.87239 3.75904 -4.85784
H 4.26636 4.61196 -7.14129
H 2.90155 5.52948 -6.49887
H 2.83734 3.46297 -8.74749
H 2.01553 5.03528 -8.69179
```

The calculation puts the total energy at -2826.0213 Eh. The calculation puts the HOMO energy at -9.20 eV. Its spin multiplicity is 1. As for the LUMO energy: 0.4 eV. As for the structure (SMILES): CCN[C@@H]1OS(=O)(=O)O[C@H]1O.O=C1CCCO1.O=C1CCCO1.O=C1CCCO1.O=C1CCCO1.O=C1CCCO1.O=C1CCCO1.

Atomic partial charges in e from the Mulliken method, atoms 1 to 5: C -0.33; C -0.73; N -0.18; C 0.34; O -0.14



[2]
2 unconnected molecules or ions with the total composition C28H46B2F3IN4O7 in a non-equilibrium geometry, computed with ωB97M-V with the def2-TZVPD basis set.

Geometry as XYZ:
```
91
C28H46B2F3IN4O7 | OMol25 | ωB97M-V with the def2-TZVPD basis set
C -1.63979 -1.49950 5.30895
O -0.94925 -1.95141 4.15388
C -0.97616 -3.34941 3.97343
C -2.09831 -3.81142 2.98870
C -1.53778 -4.75157 1.87981
C -1.78058 -4.22276 0.46155
C -0.99227 -2.91319 0.18024
C -1.17938 -2.36704 -1.25017
N -1.92377 -1.05421 -1.35384
B -3.32006 -1.35226 -0.71996
N -4.29686 -2.16300 -1.35017
O -3.66120 -0.86485 0.53616
C -1.25518 0.04687 -0.59682
C 0.23415 0.30884 -0.96882
C 1.05582 0.77674 0.21352
C 1.51092 -0.06083 1.22949
C 2.28866 0.47369 2.24306
C 2.65964 1.80430 2.30086
C 2.19355 2.65181 1.29318
C 1.41247 2.12465 0.28068
C -2.00029 1.39933 -0.71917
C -2.43510 1.77348 -2.16897
C -3.60318 2.79434 -2.03108
C -3.11019 4.19800 -1.68734
O -2.45495 4.48812 -0.74998
I -3.74269 5.76829 -3.08017
C -2.92664 0.56585 -3.01818
B -2.87541 1.02260 -4.56667
O -3.29603 0.06313 -5.50349
N -2.40595 2.33574 -4.99122
C -2.92500 2.61040 -6.37468
C -0.90567 2.36045 -5.12421
C -2.16602 -0.74666 -2.78777
N -0.89511 -0.73351 -3.58248
C -0.82445 -1.66236 -4.38558
O -0.59485 -2.67318 -4.92737
H -2.57239 -0.96425 5.07480
H -0.98475 -0.78581 5.83071
H -1.87031 -2.29628 6.02970
H 0.00496 -3.62613 3.55856
H -1.08859 -3.92170 4.90608
H -2.55504 -2.91706 2.54016
H -2.87129 -4.36238 3.53647
H -2.08963 -5.70152 1.95590
H -0.48209 -5.00821 2.03256
H -1.45602 -4.98201 -0.26956
H -2.85858 -4.07816 0.27246
H 0.06404 -3.20650 0.27544
H -1.17049 -2.20262 0.99781
H -0.21436 -2.35319 -1.75915
H -1.79009 -3.10023 -1.80192
H -4.86234 -2.64376 -0.66073
H -3.94877 -2.80417 -2.05282
H -3.24344 -1.44329 1.19335
H -1.23398 -0.14332 0.48281
H 0.24842 1.12358 -1.70870
H 0.75382 -0.53189 -1.44687
H 1.26214 -1.12322 1.19777
H 2.65622 -0.20539 3.01213
H 3.29669 2.21676 3.07449
H 2.46539 3.70505 1.27130
H 1.07369 2.78141 -0.52803
H -1.29655 2.15325 -0.34269
H -2.85947 1.43662 -0.03708
H -1.60586 2.33581 -2.61462
H -4.23531 2.84550 -2.92354
H -4.26482 2.48290 -1.20490
H -4.01031 0.45744 -2.81071
H -2.56912 -0.09506 -6.12009
H -2.56089 3.61493 -6.63228
H -4.01427 2.54608 -6.40212
H -2.44516 1.93627 -7.10345
H -0.55054 3.18485 -4.48169
H -0.58507 2.61012 -6.13833
H -0.42285 1.45407 -4.73919
H -2.77480 -1.52012 -3.27659
C 8.96459 1.93803 3.66707
C 8.29563 1.30891 2.45167
O 7.25695 0.40451 2.74960
C 5.93890 0.93690 3.09225
O 5.50502 1.81244 2.23003
C 5.86286 1.45936 4.56277
F 6.60162 0.70017 5.41697
F 4.58694 1.38221 5.02648
F 6.25739 2.72903 4.75063
H 9.10206 1.20400 4.46196
H 9.93980 2.34907 3.38933
H 8.37661 2.76097 4.06568
H 9.05222 0.70410 1.93994
H 7.97662 2.06992 1.73279
H 5.36150 -0.01745 3.16996
```

The calculation puts the total energy at -2487.2134 Eh. The calculation puts the HOMO energy at -5.51 eV. Its spin multiplicity is 1. As for the LUMO energy: -1.1 eV.

Atomic partial charges in e from the Mulliken method, atoms 1 to 5: C -0.76; O -0.29; C -0.80; C -0.05; C -1.29



[3]
A molecular structure, C28H46BrFeN6OSSi in a non-equilibrium geometry, computed with ωB97M-V with the def2-TZVPD basis set.

Geometry as XYZ:
```
85
C28H46BrFeN6OSSi | OMol25 | ωB97M-V with the def2-TZVPD basis set
Fe -0.36426 -0.72430 0.17565
C -0.70688 2.48621 2.87586
C -0.54438 1.19327 2.16607
N -0.76688 1.00705 0.91412
N -1.43966 1.95237 0.17256
C -2.40842 1.30912 -0.43619
N -3.35114 2.00586 -1.08565
S -2.53835 -0.44674 -0.40470
C -0.39610 -0.09076 2.88119
C -0.32316 -0.22084 4.25125
C -0.55387 -1.47156 4.81336
C -0.87564 -2.53725 3.99087
C -0.88374 -2.34282 2.61845
N -0.61362 -1.15592 2.08092
H -0.91319 3.28036 2.16615
H 0.20424 2.72032 3.43047
H -1.52629 2.42662 3.59515
H -3.38580 3.00452 -0.96199
H -4.15337 1.53904 -1.47072
H -0.13437 0.64410 4.87070
H -0.51766 -1.59946 5.88652
H -1.11783 -3.50841 4.39641
H -1.10338 -3.14209 1.92377
C 0.67863 -3.88801 -2.17056
C 0.75929 -3.25954 -0.82204
O -0.22584 -2.62812 -0.37030
N 1.88239 -3.40884 -0.12891
C 2.06281 -2.86694 1.21034
C 2.50028 -1.42481 1.20310
C 3.73278 -1.08136 1.73131
C 4.18752 0.22357 1.62603
C 3.39661 1.13995 0.95679
C 2.17442 0.72735 0.46290
N 1.70500 -0.52313 0.59963
H 0.47580 -3.08376 -2.87660
H -0.16919 -4.57244 -2.19231
H 1.58530 -4.41652 -2.45480
H 2.66714 -3.85085 -0.58148
H 2.80565 -3.47238 1.72456
H 1.12239 -2.98718 1.73928
H 4.33552 -1.84135 2.20860
H 5.14628 0.50853 2.03653
H 3.71051 2.16292 0.81049
H 1.54008 1.42266 -0.06836
C 1.72391 2.05654 -5.17795
C 1.30351 0.62965 -5.54741
C 2.36332 -0.34364 -5.00394
C 1.26424 0.51156 -7.09459
Si -0.45200 0.20362 -5.03813
Br 0.29778 0.01136 -2.12712
C -1.70245 1.59943 -4.81868
C -3.08408 1.10560 -4.37183
C -1.25126 2.69169 -3.83506
C -1.82024 2.23391 -6.22890
C -1.09712 -1.53579 -5.35167
C -0.00892 -2.57444 -5.65015
C -1.95682 -1.39804 -6.63669
C -1.97178 -2.05156 -4.19613
H 2.72772 2.22773 -5.57398
H 1.76234 2.20400 -4.09853
H 1.07553 2.81384 -5.61202
H 3.34596 0.03402 -5.29769
H 2.26663 -1.34270 -5.41869
H 2.34617 -0.40856 -3.91828
H 2.26093 0.74634 -7.47641
H 0.57161 1.21817 -7.55419
H 1.01729 -0.49003 -7.44198
H -3.04620 0.70783 -3.35760
H -3.50590 0.34651 -5.02278
H -3.77006 1.95709 -4.38685
H -1.02004 2.30126 -2.84985
H -2.07944 3.39757 -3.73002
H -0.39587 3.25129 -4.19736
H -2.19488 1.53632 -6.98028
H -0.87862 2.65123 -6.58174
H -2.53532 3.05823 -6.16978
H 0.59217 -2.32124 -6.52068
H -0.50102 -3.52605 -5.86691
H 0.66809 -2.73292 -4.81118
H -1.37423 -1.04942 -7.49252
H -2.81464 -0.74288 -6.51671
H -2.34018 -2.38824 -6.89554
H -1.42128 -2.11204 -3.25789
H -2.32129 -3.05459 -4.45597
H -2.84930 -1.43813 -4.01892
```

The calculation puts the total energy at -6023.3226 Eh. The calculation puts the HOMO energy (alpha / beta) at -13.60 / -13.56 eV. The net charge is +2. Its spin multiplicity is 2. As for the LUMO energy (alpha / beta): -6.1 / -5.9 eV.

Atomic partial charges in e from the Mulliken method, atoms 1 to 5: Fe -0.15; C -1.88; C 0.74; N 1.22; N -1.31



[4]
A molecular structure, C28H46IN2O5Si2 in a non-equilibrium geometry, computed with ωB97M-V with the def2-TZVPD basis set.

Geometry as XYZ:
```
84
C28H46IN2O5Si2 | OMol25 | ωB97M-V with the def2-TZVPD basis set
O 1.08191 -0.67697 3.97068
C 2.17490 -1.15061 3.55654
O 2.22694 -2.11402 2.47953
Si 2.22034 -1.16766 1.01451
C 3.70862 -1.69914 -0.05814
C 3.88170 -0.82900 -1.41816
C 4.08254 0.70871 -0.94093
N 4.96404 1.51359 -1.85080
C 4.15162 2.63294 -2.41436
C 3.89405 3.85451 -1.41593
C 3.13152 3.80163 -0.07094
C 2.87035 5.04845 0.85021
C 3.39669 6.43365 0.38875
C 4.18008 6.53281 -0.94559
C 4.42977 5.27165 -1.84464
O 5.16439 5.50642 -3.05561
O 0.69896 -1.11558 0.19121
Si 0.14814 -2.65985 -0.34949
O 1.38750 -3.74463 -0.87249
C -0.96330 -3.61106 0.88273
C -1.20947 -2.88603 2.29384
C -2.10763 -1.53511 2.17371
I -2.56124 -0.78178 4.20374
C 3.49184 -0.57324 4.26418
C 4.74368 -0.06508 3.50030
C 6.04128 0.46031 4.20281
C 6.09140 0.48233 5.75613
C 4.84514 0.02479 6.55974
C 3.57083 -0.49203 5.83357
H 2.49931 0.22544 1.43659
H 4.65513 -1.46910 0.57080
H 3.76402 -2.83409 -0.26146
H 4.86103 -1.14998 -1.93563
H 3.00280 -0.93412 -2.13830
H 3.03257 1.18161 -0.98041
H 4.54760 0.76885 0.11230
H 5.68217 1.94658 -1.24801
H 3.18090 2.22448 -2.88810
H 4.75198 3.06160 -3.30570
H 2.69023 2.81731 0.31118
H 2.27083 4.88611 1.81782
H 3.18801 7.33814 1.06267
H 4.54148 7.57612 -1.27456
H 6.08490 5.67228 -2.75200
H -0.69203 -2.39746 -1.54457
H 1.39565 -4.49773 -0.24269
H -0.53661 -4.66873 1.00733
H -2.00277 -3.74826 0.39535
H -1.86096 -3.61087 2.92067
H -0.26900 -2.70568 2.91113
H -3.12938 -1.83707 1.74980
H -1.55592 -0.75789 1.54816
H 4.75998 -0.05537 2.36030
H 6.92648 0.79594 3.55455
H 7.04656 0.83303 6.26594
H 4.84067 0.05382 7.70584
H 2.67157 -0.82170 6.45951
C -7.74130 -1.06833 -4.00827
C -7.48358 -1.80092 -2.69498
C -7.01573 -0.93295 -1.52782
N -5.55946 -0.46162 -1.48437
C -5.51577 0.68141 -0.47761
C -4.59474 -1.55786 -1.03602
C -4.17268 -2.25431 -2.31265
C -4.22774 -1.18463 -3.39597
C -4.95837 0.01351 -2.79787
H -6.83064 -0.93686 -4.59363
H -8.42421 -1.64861 -4.63296
H -8.19230 -0.08670 -3.84048
H -6.84594 -2.66858 -2.85846
H -8.45169 -2.21357 -2.38637
H -7.17530 -1.47827 -0.59478
H -7.64147 -0.03464 -1.48502
H -5.87705 0.30458 0.48221
H -6.15342 1.48430 -0.84906
H -4.48688 1.03337 -0.38094
H -3.73139 -1.06922 -0.57465
H -5.08042 -2.20766 -0.30656
H -4.84763 -3.07924 -2.54646
H -3.17621 -2.69270 -2.22204
H -4.72399 -1.56719 -4.29015
H -3.22147 -0.89201 -3.70432
H -5.72882 0.46467 -3.42010
H -4.22558 0.79079 -2.56419
```

The calculation puts the total energy at -2456.5002 Eh. The calculation puts the HOMO energy at -9.94 eV. The net charge is +1. Its spin multiplicity is 1. As for the LUMO energy: -2.3 eV.

Atomic partial charges in e from the Mulliken method, atoms 1 to 5: O -0.47; C 0.44; O -0.54; Si 0.63; C -0.40



[5]
5 unconnected molecules or ions with the total composition C28H47BN4O, computed with ωB97M-V with the def2-TZVPD basis set.

Geometry as XYZ:
```
81
C28H47BN4O | OMol25 | ωB97M-V with the def2-TZVPD basis set
B 3.40391 5.12927 0.13936
C 1.91999 4.69372 0.23848
C 1.06465 4.66029 -1.04209
C 0.57968 3.26022 -1.47886
C -0.94311 3.07390 -1.50927
C -1.73727 3.60636 -0.30800
C -1.14886 3.29827 1.08324
C -2.07817 2.44440 1.94778
C -2.15475 0.97589 1.53110
C -0.90645 0.14916 1.85139
C 0.23148 0.22740 0.82203
C 0.82724 -1.15356 0.59830
O 1.95987 -1.16988 -0.25154
C 3.16445 -0.74513 0.36106
H 4.03720 5.31089 1.13518
H 3.94982 5.25409 -0.91684
H 1.98878 3.68411 0.68423
H 1.44104 5.27282 1.03807
H 0.20102 5.31749 -0.91650
H 1.64608 5.09605 -1.85818
H 0.94138 3.05524 -2.48980
H 1.04591 2.49621 -0.84835
H -1.32886 3.56132 -2.40950
H -1.15759 2.00580 -1.63724
H -1.88834 4.68194 -0.42706
H -2.74047 3.16901 -0.35594
H -0.19032 2.78669 0.96711
H -0.92087 4.22499 1.61497
H -1.76581 2.50290 2.99648
H -3.08573 2.87180 1.90317
H -3.01663 0.51963 2.02513
H -2.35611 0.91383 0.45378
H -0.52782 0.45311 2.83382
H -1.19437 -0.90321 1.95007
H 1.02461 0.90849 1.14692
H -0.13537 0.61333 -0.13396
H 1.06319 -1.61900 1.56560
H 0.08659 -1.79041 0.10613
H 3.05630 -0.69255 1.44892
H 3.47355 0.23655 -0.00839
H 3.94794 -1.46842 0.13014
C -0.28513 -3.97325 3.02747
C -1.51195 -4.67029 3.20313
C -2.19432 -4.04509 4.21204
N -1.42875 -2.99978 4.65218
C -0.26547 -2.94831 3.93601
H 0.49429 -4.20336 2.31893
H -1.85142 -5.53219 2.65356
H -3.15400 -4.25657 4.65120
H -1.68279 -2.36706 5.38797
H 0.47500 -2.19024 4.12870
C 5.88273 -5.00753 2.27280
C 5.00219 -4.21444 3.05911
C 4.01079 -3.76636 2.22843
N 4.25534 -4.25712 0.97514
C 5.39417 -5.01489 0.99359
H 6.77110 -5.51513 2.60931
H 5.08768 -3.99998 4.11118
H 3.15071 -3.14801 2.42308
H 3.68252 -4.08941 0.16754
H 5.75825 -5.49491 0.10158
C -1.14641 -5.09542 -2.33209
C -1.04156 -4.57757 -3.65182
C -0.31220 -3.41992 -3.57838
N 0.02579 -3.22008 -2.26916
C -0.47659 -4.23491 -1.50255
H -1.65440 -5.99523 -2.02775
H -1.45337 -5.00646 -4.55007
H -0.00643 -2.72747 -4.34383
H 0.56967 -2.44672 -1.92290
H -0.31925 -4.26002 -0.43691
C -4.38525 4.37092 -3.55980
C -4.70538 4.61128 -4.92440
C -4.53855 3.43014 -5.59651
N -4.13074 2.48762 -4.69248
C -4.03425 3.05194 -3.45064
H -4.40943 5.08416 -2.75262
H -5.02202 5.54381 -5.36060
H -4.67515 3.18365 -6.63538
H -3.92856 1.52900 -4.90802
H -3.72467 2.47221 -2.59799
```

The calculation puts the total energy at -1414.1202 Eh. The calculation puts the HOMO energy at -8.28 eV. Its spin multiplicity is 1. As for the LUMO energy: 0.4 eV. As for the structure (SMILES): BCCCCCCCCCCCOC.c1cc[nH]c1.c1cc[nH]c1.c1cc[nH]c1.c1cc[nH]c1.

Atomic partial charges in e from the Mulliken method, atoms 1 to 5: B 0.18; C -0.46; C -0.58; C -0.24; C -0.69



> What is the formula in the third record?

C28H46BrFeN6OSSi